[1]
57
Properties=species:S:1:pos:R:3:forces:R:3:nbo_charge:R:1 method="wB97M-V/def2-TZVPD" e_above_lowest_ev=0.163 spin_multiplicity=4 homo_lumo_gap_ev="8.0 / 7.8" s2=3.779 e_lumo_ev="-0.64 / -0.88"
Cr -0.011845 -0.328955 0.437290 0.01 -0.03 1.32 1.207
O -3.451138 -0.131210 2.572722 0.04 0.03 -0.03 -0.600
C -2.308162 -0.395134 2.274758 0.05 0.12 -0.29 0.794
O -1.835241 -0.329106 1.050341 -0.12 0.01 0.00 -0.776
C -1.346986 -0.956241 3.320093 0.21 0.01 -0.03 -0.343
C -0.750445 -2.260542 2.777191 0.21 0.13 0.12 0.094
C -0.048658 -3.046226 3.882688 0.07 0.06 0.05 -0.427
C 1.266017 -2.239477 4.071436 -0.11 -0.06 -0.02 -0.413
C 1.059311 -1.082211 3.105598 -0.20 -0.17 0.08 0.084
O 0.378381 -1.759244 1.992201 -0.01 0.19 -0.12 -0.555
C -0.036082 -0.129819 3.612688 -0.10 -0.13 -0.10 -0.352
C 0.044640 1.219721 2.908411 -0.02 -0.01 -0.33 0.806
O -0.089966 2.252926 3.520286 0.01 0.03 -0.04 -0.596
O 0.314882 1.151665 1.621490 0.19 0.06 0.08 -0.765
H -1.931078 -1.113309 4.221012 0.04 -0.02 0.10 0.247
H -1.410756 -2.835994 2.137992 -0.02 -0.01 -0.12 0.222
H 0.149553 -4.071575 3.575316 0.02 0.01 -0.01 0.221
H -0.663704 -3.072335 4.781149 0.02 -0.02 0.00 0.222
H 2.134512 -2.823813 3.773651 0.01 -0.02 0.01 0.224
H 1.416274 -1.890397 5.091477 -0.01 0.00 0.00 0.223
H 1.958161 -0.603406 2.734600 0.02 0.02 -0.10 0.243
H 0.067913 0.063275 4.676188 -0.04 -0.02 0.07 0.247
Br -2.894781 -1.512832 -1.515083 0.03 0.01 0.01 0.156
C -1.276018 -2.464653 -1.436933 0.12 0.06 0.15 0.176
C -1.241031 -3.729277 -1.999260 -0.02 -0.09 -0.08 -0.268
C -0.029874 -4.394499 -2.065845 -0.05 -0.09 -0.02 -0.122
C 1.114675 -3.762176 -1.611021 0.13 -0.15 -0.06 -0.213
C 0.988742 -2.520581 -1.038766 -0.04 0.32 0.14 0.124
N -0.196422 -1.891203 -0.896103 -0.34 -0.61 -0.62 -0.509
C 2.198127 -1.711056 -0.587785 -0.26 0.26 0.10 0.752
O 3.306524 -2.136428 -0.810143 0.16 -0.05 0.04 -0.594
O 1.874944 -0.578734 -0.039666 0.10 -0.22 -0.12 -0.726
H -2.151810 -4.161371 -2.387097 0.03 0.01 -0.01 0.246
H 0.018839 -5.387841 -2.495556 0.00 0.05 0.00 0.232
H 2.103939 -4.191903 -1.691466 -0.04 0.02 0.01 0.262
C -1.132385 3.397282 -3.281382 0.06 -0.10 0.11 -0.073
N -1.003757 3.856141 -1.898824 0.02 0.03 0.00 -0.450
C 0.340834 4.409691 -1.710567 -0.03 -0.19 0.01 -0.074
N 1.415039 3.478175 -2.065410 -0.02 0.00 0.00 -0.450
C 1.216145 3.032481 -3.443267 -0.10 -0.07 0.13 -0.072
N -0.101760 2.436205 -3.689379 -0.01 0.04 -0.04 -0.455
C -0.260067 1.155573 -2.998821 0.06 0.10 0.15 -0.515
P -0.110929 1.384978 -1.170024 0.01 0.49 -0.28 0.938
C -1.289790 2.786184 -0.940038 0.13 -0.10 -0.10 -0.513
C 1.470336 2.344775 -1.140364 -0.20 0.04 -0.06 -0.514
H -1.053645 4.266300 -3.934753 0.01 0.04 -0.02 0.203
H -2.116716 2.946183 -3.419454 0.00 0.00 0.00 0.199
H 0.459401 4.711134 -0.669979 0.00 0.00 0.02 0.209
H 0.434234 5.292184 -2.344064 0.00 0.02 -0.04 0.201
H 1.989875 2.307600 -3.699803 0.01 -0.01 -0.01 0.200
H 1.317971 3.897065 -4.099023 -0.01 0.05 -0.03 0.202
H 0.508031 0.455566 -3.333427 0.03 -0.02 -0.04 0.226
H -1.231907 0.723669 -3.237603 -0.07 -0.03 -0.03 0.230
H -1.178623 3.144042 0.083275 -0.01 0.05 0.05 0.254
H -2.313701 2.431680 -1.059400 -0.05 0.00 -0.01 0.235
H 2.293670 1.679199 -1.393250 0.06 -0.03 -0.04 0.242
H 1.626309 2.687855 -0.118299 0.01 0.03 0.05 0.254

[2]
58
Properties=species:S:1:pos:R:3:forces:R:3:nbo_charge:R:1 method="wB97M-V/def2-TZVPD" spin_multiplicity=6 homo_lumo_gap_ev="6.5 / 5.5" charge=+2 s2=8.787 e_lumo_ev="-5.14 / -7.98"
Ir -0.276677 0.419946 0.399372 -0.32 -0.13 0.33 0.758
C -1.986455 3.590195 4.429085 0.03 -0.04 0.07 -0.778
S -0.467670 3.981105 3.565934 -0.10 0.16 0.03 0.575
C -0.262607 2.684312 2.477473 0.24 0.18 -0.16 -0.187
S -1.159621 1.236662 2.512546 0.08 -0.20 -0.11 -0.136
N 0.771979 2.993066 1.672303 -0.10 -0.29 0.18 -0.206
N 1.083799 2.141456 0.695871 0.29 0.36 -0.10 -0.441
C 2.368680 2.441121 0.292528 -0.18 -0.04 0.09 0.140
C 3.156066 1.883071 -0.702335 0.06 -0.02 -0.14 0.052
C 4.566238 2.038334 -0.567818 -0.10 0.00 0.02 -0.128
C 5.436633 1.308372 -1.318535 0.01 -0.01 -0.03 -0.165
C 4.919446 0.410801 -2.276862 0.01 -0.01 0.01 -0.223
C 3.575253 0.376282 -2.499433 0.04 0.03 -0.03 0.087
N 2.693682 1.113997 -1.772511 -0.08 0.01 0.15 -0.334
H -2.085088 4.349309 5.202391 -0.02 0.01 -0.01 0.263
H -1.937125 2.605451 4.887554 0.01 0.01 0.00 0.253
H -2.825607 3.652136 3.738995 -0.02 -0.03 0.02 0.250
H 2.866889 3.172283 0.918420 0.02 -0.02 0.03 0.230
H 4.923570 2.712282 0.198690 0.00 0.00 0.01 0.246
H 6.503531 1.418706 -1.187384 0.00 -0.01 0.01 0.253
H 5.567132 -0.199345 -2.888288 0.00 0.01 -0.01 0.254
H 3.146974 -0.182599 -3.317092 0.01 0.00 0.00 0.236
C -4.886308 -2.553138 1.055302 -0.01 0.00 0.01 -0.672
C -4.586697 -1.216910 0.493439 -0.06 -0.01 -0.02 0.365
N -5.446777 -0.301650 0.192359 0.03 -0.01 0.01 -0.210
N -4.701907 0.737265 -0.287465 0.00 0.03 -0.01 -0.344
C -3.393684 0.498374 -0.288851 -0.09 0.04 0.01 0.246
S -2.133386 1.491173 -0.821785 0.25 -0.11 0.04 -0.121
N -3.307625 -0.759866 0.212835 0.09 0.06 -0.01 -0.234
N -2.085457 -1.401354 0.371176 -0.16 -0.20 -0.08 -0.624
H -5.956181 -2.620920 1.233116 0.00 0.00 -0.01 0.281
H -4.366466 -2.709476 2.001921 0.00 0.00 0.00 0.237
H -4.596503 -3.343577 0.361450 0.01 0.00 0.00 0.245
H -5.156960 1.579697 -0.602915 0.00 0.00 0.00 0.448
H -1.972300 -2.106035 -0.352551 0.02 -0.01 0.02 0.394
H -2.046643 -1.847854 1.279277 -0.03 -0.02 0.07 0.401
S 1.567379 -1.229082 0.422370 0.00 0.21 -0.38 -0.151
C 1.252416 -2.782349 1.009675 -0.08 -0.03 0.23 -0.025
N 1.963954 -3.840085 0.676765 0.08 0.06 0.00 -0.530
C 1.554889 -5.143328 1.206133 0.00 0.00 0.03 -0.230
C 0.733403 -4.844618 2.458275 0.02 0.02 -0.05 -0.525
S 0.053887 -3.171562 2.201895 -0.06 0.07 -0.01 0.329
H 2.700552 -3.751017 -0.009268 -0.01 -0.02 0.00 0.436
H 2.433221 -5.738483 1.445672 0.01 0.00 -0.02 0.246
H 0.969120 -5.669461 0.450522 -0.02 0.01 0.00 0.221
H 1.347525 -4.817146 3.355331 0.00 0.00 0.00 0.248
H -0.078698 -5.552239 2.596349 0.00 -0.01 0.00 0.262
Br -2.533640 1.968093 -4.727249 -0.03 0.00 0.01 0.130
C -0.949904 1.696782 -3.755721 0.07 0.01 -0.03 -0.073
C -0.295260 2.782683 -3.191539 0.02 0.00 -0.02 -0.209
C 0.875908 2.585592 -2.478441 -0.03 0.00 -0.02 -0.231
C 1.373134 1.298832 -2.323365 0.09 -0.06 -0.08 0.190
C 0.701631 0.207543 -2.865189 -0.01 0.05 -0.04 -0.248
C -0.458978 0.410476 -3.592564 0.03 -0.02 0.00 -0.225
H -0.684604 3.781897 -3.328245 0.00 0.00 0.00 0.252
H 1.417999 3.436138 -2.086559 0.00 0.00 0.00 0.242
H 1.096070 -0.792658 -2.743371 -0.01 -0.02 0.04 0.234
H -0.982139 -0.428675 -4.029664 0.00 0.00 -0.01 0.243

[3]
68
Properties=species:S:1:pos:R:3:forces:R:3:nbo_charge:R:1 method="wB97M-V/def2-TZVPD" e_above_lowest_ev=2.167 spin_multiplicity=1 homo_lumo_gap_ev=10.9 e_lumo_ev=-0.04 smiles="O=C1OC[C@@H](F)O1.O=C1OC[C@@H](F)O1.O=C1OC[C@@H](F)O1.O=C1OC[C@@H](F)O1.O=C1OC[C@@H](F)O1.C[C@H]1COC(=O)O1.ClCCl"
O 1.570028 -2.014737 -4.679602 -1.23 0.17 2.09 -0.593
C 0.863137 -2.187907 -3.696337 1.86 0.19 -3.50 0.965
O 1.070716 -1.781468 -2.479907 1.11 0.49 1.35 -0.475
C 0.233967 -2.528293 -1.610980 0.37 1.30 2.48 -0.150
C -0.838982 -3.124077 -2.475509 1.52 0.71 -0.40 0.439
F -1.968471 -2.411976 -2.424042 -1.16 0.12 0.43 -0.329
O -0.272806 -2.847901 -3.760802 -1.95 -2.46 -0.33 -0.484
H 0.833490 -3.144921 -0.940001 0.13 -0.82 -0.77 0.229
H -0.138801 -1.822742 -0.866928 -0.68 0.12 -0.36 0.213
H -1.039733 -4.166309 -2.230924 -0.07 -0.06 -0.71 0.184
O 4.694958 5.303675 -0.687244 0.59 0.01 0.25 -0.543
C 4.841875 4.592371 0.248444 -1.37 0.04 -0.26 0.972
O 3.868240 3.782767 0.713260 0.06 -1.45 0.21 -0.484
C 4.410863 2.899793 1.723008 -1.55 1.59 1.00 -0.126
C 5.798363 3.448275 1.966747 -1.33 -1.44 -1.50 0.427
F 6.570409 2.435616 1.496104 1.87 -0.55 0.08 -0.350
O 5.915200 4.505339 1.051518 1.29 0.45 1.36 -0.480
H 3.812495 3.027243 2.626400 -0.28 0.05 -0.10 0.190
H 4.412680 1.832481 1.511833 0.06 0.30 -0.73 0.214
H 5.983303 3.557086 3.034509 0.65 1.06 -0.32 0.180
O -3.907112 -0.381842 -4.976786 0.87 1.70 0.59 -0.550
C -3.042253 0.296115 -4.494454 -0.86 -0.24 -0.23 0.977
O -3.009152 1.684998 -4.323391 -2.06 -1.35 -1.37 -0.486
C -1.838835 2.102888 -3.751423 2.06 -1.28 1.64 -0.124
C -1.095083 0.781386 -3.484253 0.17 -0.40 0.03 0.434
F -0.997701 0.514030 -2.131925 0.25 0.38 0.03 -0.363
O -1.912041 -0.238956 -3.990486 0.56 0.89 -0.43 -0.477
H -1.188327 2.744798 -4.344527 -0.58 0.20 -0.31 0.201
H -1.958606 2.479981 -2.735925 -0.46 0.70 -0.19 0.211
H -0.100369 0.758322 -3.928515 0.05 -0.38 0.22 0.174
O -2.103047 -3.097390 0.743561 -3.42 1.00 -0.57 -0.612
C -3.280644 -2.818538 0.483601 2.84 -3.15 -0.60 0.987
O -4.208791 -3.748076 0.027956 1.24 1.71 -0.07 -0.487
C -5.364857 -2.989298 -0.450584 0.09 -1.38 0.94 -0.138
C -5.207900 -1.709935 0.360943 -0.47 -0.65 -0.58 0.428
F -5.724624 -1.981104 1.576658 -0.28 0.04 1.15 -0.334
O -3.812264 -1.616408 0.491457 -0.14 1.71 0.37 -0.481
H -5.408245 -2.947203 -1.537973 0.32 0.30 0.08 0.218
H -6.157965 -3.619227 -0.049486 -0.55 0.58 -0.34 0.224
H -5.688871 -0.783566 0.050527 0.59 0.01 -0.50 0.198
O 3.014506 -3.726781 0.678714 -0.06 0.72 0.41 -0.551
C 3.445547 -2.868474 1.379365 0.23 -0.08 0.10 0.975
O 4.765658 -2.712534 1.685465 -1.29 0.67 -0.07 -0.468
C 4.871495 -1.509876 2.435975 2.28 0.19 0.82 -0.151
C 3.503940 -1.112578 2.962801 0.46 -3.98 -1.66 0.442
F 3.333495 0.183028 2.794533 -0.84 0.79 0.41 -0.310
O 2.696049 -1.922488 2.050549 -0.20 0.33 -0.77 -0.532
H 5.669405 -1.690209 3.157319 -0.45 -0.10 0.54 0.214
H 5.307839 -0.686609 1.867634 -0.47 -0.02 -0.63 0.204
H 3.176152 -1.612485 3.873932 0.30 1.43 0.86 0.182
C 0.868842 1.618015 1.456176 -1.50 -1.43 0.11 -0.626
C -0.226640 0.437880 1.351081 1.59 1.53 0.35 0.085
C -0.265050 -0.635138 2.423636 0.95 0.44 0.53 -0.103
O -1.526863 -0.460746 3.017524 -2.25 -0.89 0.75 -0.500
C -2.160048 0.649766 2.537684 -1.48 -1.60 2.82 0.986
O -3.172821 1.168183 2.930506 0.36 -0.90 0.12 -0.611
O -1.454969 1.095610 1.607746 1.46 3.11 -4.29 -0.493
H 1.806412 1.428804 0.936178 -0.29 0.01 -0.31 0.217
H 1.110157 1.832854 2.497493 -0.17 -0.17 0.11 0.205
H 0.279968 2.453679 1.079740 0.66 0.26 -0.32 0.239
H -0.290816 0.039206 0.339304 0.17 0.03 0.03 0.199
H 0.348145 -0.439668 3.305057 1.00 -0.08 -0.57 0.179
H -0.028471 -1.597959 1.972483 -0.67 -0.30 0.47 0.221
Cl -2.841744 4.270594 -0.445242 -0.12 0.02 -0.19 -0.047
C -3.919985 2.929203 0.019737 -0.04 0.51 -0.02 -0.371
Cl -5.503926 2.980259 -0.877516 1.13 -0.23 0.58 -0.048
H -3.336759 2.032445 -0.178140 -0.57 -0.13 -0.10 0.224
H -4.083765 3.070729 1.085742 -0.31 -0.31 -0.21 0.244

[4]
54
Properties=species:S:1:pos:R:3:forces:R:3:nbo_charge:R:1 method="wB97M-V/def2-TZVPD" e_above_lowest_ev=0.061 spin_multiplicity=1 homo_lumo_gap_ev=9.4 e_lumo_ev=0.35 smiles="CC(C)(C)NC(=O)CN(C(=O)CCC(=O)Nc1nccs1)c1cccc(C(F)(F)F)c1"
C -2.916815 -0.471078 -1.226646 0.04 -0.17 0.03 -0.627
C -2.875415 -1.691752 -0.303747 -0.20 0.07 -0.30 0.124
C -3.544178 -1.363767 1.029735 0.16 -0.06 -0.21 -0.613
C -3.559040 -2.886428 -0.974055 0.12 0.15 0.06 -0.618
N -1.483504 -2.036035 -0.009009 -0.41 0.07 0.43 -0.644
C -0.531499 -2.275574 -0.919753 0.61 -0.19 0.36 0.675
O -0.674682 -2.232250 -2.126187 -0.07 -0.05 -0.45 -0.643
C 0.836564 -2.583634 -0.282038 -0.20 -0.30 -0.08 -0.311
N 1.377704 -1.427664 0.424480 -0.06 -0.34 -0.15 -0.459
C 0.972420 -1.206960 1.701100 0.19 0.31 0.22 0.714
O 0.234889 -2.000951 2.264896 -0.17 -0.16 0.27 -0.657
C 1.337300 0.109842 2.354708 0.02 0.05 0.07 -0.500
C 0.343210 1.178939 1.871933 0.30 -0.34 0.10 -0.511
C 0.956966 2.112531 0.863627 -0.01 -0.01 0.09 0.709
O 2.142967 2.254128 0.679209 0.03 0.14 0.16 -0.590
N 0.078235 2.871822 0.115750 0.48 0.41 -0.48 -0.632
C -1.284563 2.948824 0.157328 -0.87 0.50 -0.50 0.261
N -2.075303 2.320789 0.955186 0.66 -0.27 0.40 -0.507
C -3.375265 2.632749 0.722530 -0.44 0.45 -0.48 -0.033
C -3.597390 3.519775 -0.275706 0.06 -0.06 0.07 -0.451
S -2.105227 4.013064 -0.986959 0.14 -0.49 0.49 0.361
C 2.247398 -0.592769 -0.311554 0.53 0.35 -0.21 0.134
C 1.823596 -0.033116 -1.512584 0.01 -0.04 0.13 -0.165
C 2.676943 0.777773 -2.238079 0.04 0.00 -0.03 -0.214
C 3.955129 1.042051 -1.779584 0.06 -0.06 0.16 -0.168
C 4.380715 0.460927 -0.594334 0.02 0.05 0.04 -0.127
C 5.780814 0.689492 -0.100235 0.36 -0.14 0.00 0.974
F 6.319606 1.830542 -0.547672 -0.13 0.22 -0.16 -0.320
F 6.616622 -0.296504 -0.494915 -0.07 -0.14 -0.10 -0.328
F 5.861488 0.722402 1.238212 -0.21 -0.01 0.20 -0.322
C 3.544529 -0.370450 0.133507 -0.04 0.01 -0.26 -0.185
H -3.946709 -0.179436 -1.413491 -0.16 0.06 0.00 0.207
H -2.395345 0.364247 -0.764732 0.03 0.11 0.06 0.208
H -2.438941 -0.704598 -2.173393 -0.01 0.03 -0.07 0.241
H -3.484765 -2.213553 1.706165 -0.02 -0.11 0.12 0.212
H -4.591899 -1.122537 0.871395 -0.11 0.01 -0.03 0.216
H -3.058810 -0.510010 1.498066 0.07 0.12 0.08 0.215
H -3.534770 -3.753037 -0.317216 -0.03 -0.10 0.08 0.207
H -4.593976 -2.648905 -1.203991 -0.16 0.02 -0.03 0.206
H -3.041455 -3.132544 -1.897163 0.01 -0.04 -0.09 0.233
H -1.241546 -2.167732 0.966315 0.16 -0.03 -0.09 0.435
H 1.532473 -2.874934 -1.069591 -0.13 0.06 0.07 0.233
H 0.725845 -3.398236 0.439157 0.05 0.07 -0.11 0.244
H 2.348505 0.440452 2.128029 -0.03 -0.02 0.09 0.251
H 1.238019 -0.035153 3.430063 0.01 -0.06 -0.12 0.242
H 0.008154 1.796698 2.708370 -0.11 -0.02 -0.06 0.257
H -0.554130 0.726101 1.448941 0.03 0.08 0.13 0.261
H 0.535123 3.488360 -0.547227 0.06 -0.18 0.19 0.420
H -4.128806 2.167230 1.329975 -0.23 -0.04 0.06 0.218
H -4.525707 3.912595 -0.634414 -0.24 0.07 -0.05 0.246
H 0.829061 -0.238005 -1.877539 -0.13 -0.03 -0.05 0.234
H 2.339410 1.213809 -3.165546 -0.04 0.03 -0.10 0.220
H 4.617421 1.690146 -2.331480 0.06 0.05 -0.05 0.231
H 3.898652 -0.837667 1.040159 0.00 -0.04 0.08 0.235